[1]
The following is a quantum chemistry calculation of C29H35InN10S2 as an isolated structure at a distorted geometry, from OMol25.

Each line ends with the Mulliken charge.
Geometry (Å):
In1 -0.088 -0.396 -0.674  2.267
C1 0.673 1.847 1.398  -1.070
N1 1.073 1.689 -0.010  0.927
C2 2.514 1.448 -0.070  -1.664
C3 2.867 0.052 0.386  0.907
C4 4.174 -0.261 0.730  -1.290
C5 4.503 -1.573 1.013  -0.565
C6 3.509 -2.542 0.967  -0.939
C7 2.227 -2.150 0.654  -0.504
N2 1.912 -0.879 0.370  0.685
C8 0.672 2.858 -0.816  -1.765
C9 -0.235 2.572 -1.995  0.993
C10 -0.282 3.477 -3.043  -1.090
C11 -1.231 3.306 -4.037  -0.588
C12 -2.116 2.244 -3.942  -1.017
C13 -1.981 1.373 -2.878  -0.169
N3 -1.050 1.516 -1.929  0.385
C14 -0.816 1.751 1.542  0.853
C15 -1.529 2.553 2.416  -1.056
C16 -2.896 2.373 2.535  -0.663
C17 -3.514 1.407 1.755  -1.129
C18 -2.736 0.654 0.900  -0.407
N4 -1.412 0.813 0.799  0.564
H1 1.039 2.793 1.810  0.524
H2 1.106 1.026 1.977  -0.091
H3 3.065 2.184 0.527  0.570
H4 2.840 1.550 -1.106  0.647
H5 4.922 0.520 0.749  0.572
H6 5.523 -1.841 1.256  0.493
H7 3.726 -3.583 1.158  0.571
H8 1.414 -2.864 0.624  0.529
H9 1.552 3.399 -1.167  0.589
H10 0.128 3.551 -0.168  0.355
H11 0.403 4.315 -3.065  0.534
H12 -1.284 3.996 -4.868  0.456
H13 -2.881 2.075 -4.686  0.489
H14 -2.646 0.526 -2.777  0.410
H15 -1.011 3.306 2.995  0.550
H16 -3.474 2.985 3.215  0.484
H17 -4.581 1.240 1.799  0.512
H18 -3.185 -0.095 0.260  0.549
C19 -2.599 -2.952 -3.665  -1.907
C20 -1.874 -2.357 -2.505  0.777
N5 -0.956 -1.470 -2.591  0.932
N6 -0.617 -1.020 -3.830  -1.535
C21 0.568 -0.461 -3.875  0.535
N7 0.937 0.089 -5.045  -0.350
S1 1.688 -0.395 -2.553  -0.576
C22 -2.200 -2.781 -1.122  0.785
C23 -3.065 -3.841 -0.899  -0.955
C24 -3.412 -4.182 0.400  -0.629
C25 -2.893 -3.432 1.438  -1.246
C26 -2.018 -2.403 1.139  -0.242
N8 -1.648 -2.088 -0.105  0.173
H19 -2.255 -2.501 -4.588  0.364
H20 -2.428 -4.029 -3.716  0.461
H21 -3.674 -2.793 -3.558  0.389
H22 0.362 -0.081 -5.855  0.264
H23 1.889 0.379 -5.178  0.239
H24 -3.466 -4.391 -1.736  0.500
H25 -4.087 -5.006 0.589  0.454
H26 -3.152 -3.623 2.470  0.537
H27 -1.612 -1.809 1.938  0.328
C27 3.150 -3.122 5.164  -1.137
N9 2.083 -2.606 4.311  -0.089
C28 1.484 -1.412 4.267  0.388
S2 0.173 -1.203 3.185  -0.275
N10 1.866 -0.372 5.020  -0.197
C29 2.793 -0.293 6.148  -1.059
H28 3.183 -4.199 5.020  0.353
H29 2.954 -2.935 6.216  0.399
H30 4.122 -2.713 4.890  0.357
H31 1.647 -3.268 3.691  0.257
H32 1.216 0.393 4.941  0.245
H33 3.728 -0.797 5.933  0.366
H34 2.357 -0.697 7.061  0.345
H35 3.019 0.758 6.308  0.343

Summary:
Orbital gap in eV: 7.70
HOMO in Ha: -0.47700
Net charge: +2
Energy in Eh: -2659.78993

---

[2]
The following is a quantum chemistry calculation of a 2-piece molecular cluster, C29H35N4O overall at a distorted geometry, from OMol25.

Each line ends with the Mulliken charge.
Geometry (Å):
C1 -3.749 -0.256 0.750  -1.056
N1 -2.432 -0.069 1.348  0.253
C2 -2.131 1.262 1.816  -0.209
C3 -1.475 -1.025 1.591  0.460
N2 -0.343 -0.646 2.162  -0.212
C4 0.843 -1.502 2.264  -0.732
C5 2.144 -1.091 1.587  0.435
C6 3.257 -0.741 2.358  -0.412
C7 4.511 -0.561 1.765  -0.634
C8 4.656 -0.705 0.382  -0.411
C9 3.528 -0.975 -0.399  -0.639
C10 2.272 -1.134 0.198  -0.190
N3 -1.876 -2.302 1.235  0.262
C11 -2.306 -2.567 -0.138  -1.246
C12 -1.407 -3.440 2.008  -1.241
H1 -4.190 -1.214 1.058  0.385
H2 -4.389 0.554 1.124  0.347
H3 -3.736 -0.185 -0.359  0.279
H4 -1.214 1.240 2.401  -1.030
H5 -1.955 1.924 0.969  0.486
H6 -2.945 1.715 2.411  0.424
H7 1.070 -1.650 3.339  0.248
H8 0.654 -2.543 1.928  0.050
H9 3.121 -0.621 3.434  0.355
H10 5.373 -0.320 2.385  0.380
H11 5.633 -0.598 -0.088  0.378
H12 3.626 -1.077 -1.478  0.373
H13 1.392 -1.298 -0.420  0.371
H14 -2.008 -1.749 -0.809  0.406
H15 -1.815 -3.492 -0.467  0.349
H16 -3.400 -2.700 -0.204  0.323
H17 -1.201 -3.092 3.026  0.345
H18 -2.176 -4.219 2.053  0.396
H19 -0.504 -3.869 1.550  0.452
C13 -1.143 3.805 10.520  -0.784
O1 -0.436 2.733 9.856  -0.423
C14 -0.696 2.457 8.546  0.639
C15 -1.463 3.287 7.692  -0.185
C16 -1.504 3.016 6.338  -1.049
C17 -0.708 1.997 5.746  0.201
C18 -0.352 2.063 4.347  -0.060
C19 -0.104 3.330 3.775  0.289
C20 -0.136 3.821 2.381  1.360
C21 0.050 3.295 1.098  -0.381
C22 -0.651 3.935 0.046  -0.341
C23 -1.114 5.256 0.192  -0.829
C24 -0.929 5.947 1.395  -0.794
C25 -0.503 5.198 2.472  0.018
N4 -0.466 5.603 3.813  0.203
C26 -0.779 6.918 4.382  -0.885
C27 -0.141 4.530 4.558  -1.162
C28 -0.195 1.011 6.644  -0.537
C29 -0.134 1.269 8.001  -0.672
H20 -0.946 3.655 11.579  0.249
H21 -0.747 4.776 10.218  0.331
H22 -2.215 3.738 10.338  0.347
H23 -1.993 4.155 8.095  0.399
H24 -2.119 3.674 5.728  0.654
H25 -0.236 1.132 3.793  0.446
H26 0.683 2.411 0.916  0.346
H27 -0.836 3.386 -0.886  0.457
H28 -1.604 5.739 -0.653  0.408
H29 -1.137 7.011 1.519  0.273
H30 -0.932 7.633 3.573  0.317
H31 -1.669 6.864 5.021  0.324
H32 0.039 7.267 5.021  0.334
H33 0.030 4.644 5.621  0.865
H34 0.250 0.079 6.264  0.460
H35 0.365 0.608 8.706  0.437

Summary:
Orbital gap in eV: 5.92
HOMO in Ha: -0.37497
Net charge: +1
Energy in Eh: -1419.98982

---

[3]
The following is a quantum chemistry calculation of C29H36CoFGeIN4O7Se as an isolated structure, from OMol25.

Each line ends with the Mulliken charge.
Geometry (Å):
Co1 -0.199 -0.201 -0.008  0.958
O1 2.465 2.610 1.155  -0.547
C1 1.409 1.855 0.749  0.140
O2 1.615 0.628 0.463  -0.595
C2 0.152 2.453 0.633  0.398
C3 -0.276 3.803 0.798  -1.034
C4 -1.571 4.121 0.507  -0.275
C5 -2.493 3.138 0.035  -0.713
C6 -2.026 1.854 -0.092  0.538
N1 -0.775 1.541 0.213  0.682
C7 -2.777 0.646 -0.639  0.156
O3 -3.921 0.760 -1.061  -0.765
O4 -2.067 -0.437 -0.660  -0.699
H1 3.225 2.020 1.090  0.363
H2 0.431 4.548 1.135  0.511
H3 -1.903 5.146 0.622  0.415
H4 -3.516 3.367 -0.225  0.564
F1 2.681 -5.353 -3.217  -0.351
C8 2.026 -5.399 -2.029  0.242
C9 1.560 -4.238 -1.481  -0.579
C10 0.953 -4.249 -0.233  0.325
C11 0.433 -2.975 0.328  1.705
O5 0.425 -1.992 -0.421  -0.770
C12 -0.014 -3.034 1.690  -0.127
C13 -0.073 -4.247 2.285  -0.519
N2 0.258 -5.445 1.716  0.245
C14 0.135 -6.662 2.477  -0.252
C15 -0.902 -7.671 2.067  -0.460
C16 -1.086 -6.853 3.312  -0.978
C17 0.831 -5.456 0.464  -0.152
C18 1.275 -6.642 -0.135  -0.694
C19 1.871 -6.629 -1.379  -1.256
N3 2.284 -7.875 -1.944  0.313
C20 2.432 -8.032 -3.384  -0.729
C21 2.491 -9.549 -3.678  -0.644
N4 1.969 -10.260 -2.462  -0.160
C22 2.949 -10.122 -1.328  -0.739
C23 3.311 -8.626 -1.238  -0.645
C24 -0.434 -1.832 2.579  0.149
O6 -0.709 -2.146 3.744  -0.824
O7 -0.500 -0.724 2.012  -0.554
H5 1.677 -3.295 -2.001  0.646
H6 -0.416 -4.272 3.311  0.773
H7 1.074 -7.040 2.870  0.430
H8 -0.661 -8.721 2.164  0.299
H9 -1.520 -7.413 1.216  0.246
H10 -0.956 -7.331 4.272  0.246
H11 -1.835 -6.074 3.290  0.355
H12 1.119 -7.587 0.370  0.694
H13 3.337 -7.566 -3.781  0.446
H14 1.576 -7.583 -3.882  0.499
H15 3.507 -9.907 -3.830  0.336
H16 1.884 -9.834 -4.532  0.362
H17 1.728 -11.232 -2.645  0.308
H18 1.132 -9.747 -2.166  0.376
H19 3.806 -10.750 -1.557  0.370
H20 2.455 -10.495 -0.433  0.413
H21 4.301 -8.448 -1.675  0.305
H22 3.352 -8.321 -0.197  0.513
C25 -0.992 1.619 -6.233  -1.105
Ge1 -2.347 0.986 -4.979  0.549
C26 -3.016 2.452 -3.904  -1.143
C27 -3.770 0.086 -5.966  -1.238
C28 -1.527 -0.315 -3.757  -1.059
Se1 0.065 0.397 -2.885  -0.109
C29 1.416 -0.605 -3.846  -1.087
H23 -1.396 2.434 -6.836  0.376
H24 -0.669 0.823 -6.907  0.305
H25 -0.123 1.997 -5.690  0.308
H26 -3.558 3.168 -4.523  0.440
H27 -2.178 2.971 -3.431  0.348
H28 -3.665 2.081 -3.109  0.307
H29 -4.234 0.772 -6.676  0.370
H30 -4.540 -0.274 -5.282  0.368
H31 -3.370 -0.764 -6.521  0.370
H32 -1.241 -1.250 -4.240  0.544
H33 -2.189 -0.522 -2.914  0.380
H34 1.491 -0.250 -4.871  0.407
H35 1.128 -1.655 -3.825  0.215
H36 2.357 -0.445 -3.328  0.400
I1 1.869 2.822 -2.995  -0.204

Summary:
Orbital gap (alpha / beta) in eV: 1.98 / 4.96
HOMO (alpha / beta) in Ha: -0.14705 / -0.25627
Energy in Eh: -8130.99268
Multiplicity: 4

---

[4]
The following is a quantum chemistry calculation of C29H36IrN4P2 as an isolated structure, from OMol25.

Each line ends with the Mulliken charge.
Geometry (Å):
Ir1 1.291 0.351 -0.041  0.595
C1 -1.067 -1.967 -1.201  -1.614
P1 0.676 -1.497 -1.127  1.011
C2 1.141 -1.211 -2.863  -1.257
C3 1.573 -2.916 -0.488  0.522
C4 1.197 -4.228 -0.767  -0.922
C5 1.962 -5.275 -0.273  -0.801
C6 3.094 -5.017 0.490  -0.791
C7 3.478 -3.709 0.758  -0.851
C8 2.719 -2.653 0.269  0.273
P2 3.168 -0.913 0.457  1.175
C9 4.454 -0.569 -0.770  -1.260
C10 3.986 -0.735 2.054  -1.458
H1 -1.180 -2.701 -2.002  0.633
H2 -1.691 -1.106 -1.443  0.415
H3 -1.407 -2.423 -0.273  0.415
H4 1.465 -2.153 -3.309  0.426
H5 1.956 -0.490 -2.955  0.410
H6 0.280 -0.839 -3.419  0.491
H7 0.321 -4.449 -1.363  0.478
H8 1.674 -6.296 -0.484  0.476
H9 3.685 -5.838 0.873  0.462
H10 4.370 -3.529 1.346  0.433
H11 5.330 -1.190 -0.574  0.476
H12 4.750 0.480 -0.711  0.434
H13 4.099 -0.783 -1.778  0.348
H14 4.887 -1.348 2.042  0.604
H15 3.343 -1.044 2.877  0.376
H16 4.285 0.302 2.202  0.456
C11 -2.435 -1.151 4.203  -0.929
N1 -1.958 -1.337 2.793  -0.002
C12 -2.413 -0.202 1.937  -0.720
C13 -0.460 -1.602 2.663  -0.485
C14 0.385 -0.394 2.937  0.480
C15 0.564 0.036 4.261  -0.615
C16 1.269 1.180 4.577  -1.035
C17 1.857 1.928 3.565  -0.988
C18 1.762 1.470 2.260  -0.904
C19 1.036 0.324 1.938  1.562
H17 -3.522 -1.112 4.189  0.357
H18 -2.039 -0.217 4.588  0.479
H19 -2.103 -1.993 4.806  0.368
H20 -2.413 -2.187 2.456  0.341
H21 -1.977 0.714 2.326  0.363
H22 -3.498 -0.147 1.977  0.470
H23 -2.076 -0.368 0.917  0.109
H24 -0.308 -1.957 1.644  -0.704
H25 -0.245 -2.419 3.351  0.641
H26 0.147 -0.556 5.067  0.689
H27 1.378 1.483 5.609  0.463
H28 2.419 2.824 3.791  0.508
H29 2.326 2.011 1.484  0.514
N2 -6.064 4.596 -6.750  -0.372
C20 -5.296 4.326 -5.941  -0.117
C21 -4.337 3.975 -4.931  0.486
C22 -3.402 2.974 -5.183  -0.932
C23 -2.479 2.630 -4.213  -0.318
C24 -2.503 3.285 -2.990  1.093
C25 -3.423 4.286 -2.728  -0.544
C26 -4.341 4.634 -3.704  -0.921
N3 -1.550 2.923 -1.969  0.259
C27 -1.062 3.751 -0.983  -0.205
C28 -0.189 3.016 -0.255  -0.874
N4 -0.130 1.733 -0.783  -0.380
C29 -0.976 1.728 -1.812  -0.125
H30 -3.391 2.480 -6.145  0.464
H31 -1.729 1.886 -4.447  0.512
H32 -3.461 4.789 -1.771  0.376
H33 -5.067 5.411 -3.513  0.478
H34 -1.345 4.785 -0.897  0.452
H35 0.391 3.321 0.598  0.542
H36 -1.182 0.886 -2.450  0.206

Summary:
Orbital gap in eV: 6.58
HOMO in Ha: -0.58554
Net charge: +3
Energy in Eh: -2131.85131

---

[5]
The following is a quantum chemistry calculation of a 2-piece molecular cluster, C29H36N3O overall at a distorted geometry, from OMol25.

Each line ends with the Mulliken charge.
Geometry (Å):
C1 -2.228 -1.749 3.586  -0.982
C2 -0.820 -1.369 3.840  -0.238
C3 0.205 -2.177 3.561  -0.056
N1 1.571 -1.844 3.688  -0.002
C4 2.559 -2.782 3.121  -0.203
C5 3.975 -2.501 3.630  -0.716
O1 4.340 -1.143 3.446  -0.391
C6 3.458 -0.268 4.131  -0.702
C7 2.007 -0.433 3.668  -0.329
H1 -2.928 -0.982 3.927  0.304
H2 -2.398 -1.899 2.518  -0.016
H3 -2.487 -2.678 4.098  0.405
H4 -0.625 -0.392 4.247  0.235
H5 -0.016 -3.160 3.184  0.334
H6 2.251 -3.804 3.368  0.510
H7 2.527 -2.693 2.032  -0.065
H8 4.069 -2.730 4.697  0.382
H9 4.723 -3.105 3.100  0.350
H10 3.554 -0.474 5.203  0.376
H11 3.824 0.753 3.960  0.335
H12 1.890 -0.055 2.648  0.190
H13 1.343 0.157 4.308  0.331
C8 -5.905 1.214 1.876  -0.912
N2 -4.762 1.071 0.976  0.202
C9 -4.122 -0.110 0.699  -1.147
C10 -2.989 0.138 -0.078  0.965
C11 -2.002 -0.829 -0.414  -0.556
C12 -0.954 -0.666 -1.359  0.428
C13 -1.081 0.139 -2.513  -1.728
C14 -0.024 0.376 -3.358  1.081
C15 1.234 -0.217 -3.084  0.439
N3 2.330 0.033 -3.916  0.031
C16 2.212 0.833 -5.149  -0.589
C17 1.125 1.899 -5.037  -0.823
C18 -0.197 1.293 -4.542  -0.980
C19 3.640 -0.599 -3.678  -0.602
C20 3.893 -0.844 -2.193  -0.943
C21 2.721 -1.592 -1.545  -0.561
C22 1.377 -1.046 -1.947  1.004
C23 0.294 -1.291 -1.138  -1.574
C24 -2.925 1.576 -0.250  1.347
C25 -1.964 2.423 -0.808  -0.017
C26 -2.158 3.780 -0.758  -0.950
C27 -3.271 4.324 -0.112  -0.773
C28 -4.207 3.516 0.480  -0.936
C29 -4.038 2.130 0.408  -0.286
H14 -6.164 2.262 2.015  0.290
H15 -6.773 0.693 1.473  0.344
H16 -5.665 0.788 2.849  0.323
H17 -4.436 -1.072 1.070  0.536
H18 -1.978 -1.719 0.192  0.467
H19 -2.040 0.576 -2.733  0.775
H20 3.183 1.290 -5.369  0.422
H21 1.995 0.145 -5.972  0.260
H22 1.453 2.678 -4.339  0.308
H23 0.987 2.410 -6.000  0.380
H24 -0.681 0.735 -5.352  0.321
H25 -0.901 2.093 -4.278  0.366
H26 3.660 -1.542 -4.234  0.255
H27 4.424 0.035 -4.107  0.435
H28 4.835 -1.389 -2.045  0.407
H29 4.022 0.120 -1.688  0.302
H30 2.762 -2.658 -1.796  0.364
H31 2.801 -1.541 -0.451  0.036
H32 0.422 -1.897 -0.259  0.613
H33 -1.065 2.017 -1.229  0.462
H34 -1.439 4.434 -1.223  0.456
H35 -3.379 5.394 -0.058  0.403
H36 -5.044 3.933 1.010  0.306

Summary:
Orbital gap in eV: 5.34
HOMO in Ha: -0.35570
Net charge: +1
Energy in Eh: -1365.91725

---

[6]
The following is a quantum chemistry calculation of C29H36N3O3RuS3 as an isolated structure, from OMol25.

Each line ends with the Mulliken charge.
Geometry (Å):
Ru1 -0.270 -0.329 -0.693  1.056
O1 1.073 1.183 0.086  -0.550
S1 1.233 2.474 0.863  0.026
C1 0.067 2.306 2.216  -0.762
C2 0.624 1.266 3.182  0.031
C3 -0.347 0.891 4.295  -1.111
C4 -1.634 0.223 3.837  -0.849
S2 -1.517 -1.292 2.852  -0.086
O2 -1.025 -0.922 1.475  -0.214
C5 -0.163 -2.120 3.666  0.646
C6 -0.340 -2.588 4.963  -0.601
C7 0.695 -3.278 5.572  -0.565
C8 1.878 -3.512 4.879  -0.595
C9 2.030 -3.056 3.579  -0.921
C10 1.004 -2.353 2.959  0.221
C11 0.493 3.802 -0.052  0.854
C12 -0.820 3.742 -0.507  -0.152
C13 -1.323 4.819 -1.216  -0.792
C14 -0.530 5.938 -1.451  -0.516
C15 0.776 5.986 -0.988  -0.600
C16 1.299 4.908 -0.288  -0.541
H1 -0.882 2.010 1.762  0.305
H2 -0.040 3.293 2.673  0.612
H3 1.537 1.658 3.636  0.575
H4 0.907 0.375 2.620  -0.292
H5 -0.630 1.785 4.859  0.489
H6 0.165 0.233 5.000  0.385
H7 -2.253 0.866 3.206  0.525
H8 -2.249 -0.062 4.694  0.593
H9 -1.272 -2.424 5.492  0.435
H10 0.575 -3.644 6.582  0.419
H11 2.679 -4.060 5.356  0.406
H12 2.945 -3.250 3.034  0.515
H13 1.106 -2.001 1.940  -0.054
H14 -1.420 2.856 -0.329  0.216
H15 -2.341 4.791 -1.583  0.428
H16 -0.935 6.778 -2.000  0.415
H17 1.389 6.857 -1.176  0.402
H18 2.324 4.921 0.062  0.431
C17 -2.872 -2.049 -0.818  -0.876
N1 -1.455 -2.135 -1.219  0.910
C18 -1.394 -2.306 -2.687  -1.336
C19 -0.810 -3.289 -0.542  -1.462
C20 0.685 -3.141 -0.565  2.011
C21 1.531 -4.240 -0.528  -0.842
C22 2.906 -4.047 -0.459  -0.650
C23 3.425 -2.760 -0.439  -0.950
C24 2.572 -1.663 -0.498  0.353
C25 1.190 -1.831 -0.551  -0.592
H19 -3.397 -2.960 -1.118  0.384
H20 -3.324 -1.183 -1.296  0.241
H21 -2.936 -1.926 0.260  0.136
H22 -1.847 -3.266 -2.955  0.341
H23 -0.359 -2.285 -3.018  0.408
H24 -1.945 -1.499 -3.167  0.305
H25 -1.158 -4.223 -0.996  0.502
H26 -1.157 -3.273 0.494  0.307
H27 1.126 -5.245 -0.549  0.473
H28 3.570 -4.902 -0.432  0.409
H29 4.497 -2.612 -0.394  0.485
H30 2.991 -0.662 -0.496  0.511
C26 1.150 1.497 -5.807  -0.859
N2 -0.068 1.664 -5.033  0.249
C27 -1.205 2.350 -5.426  -0.251
C28 -2.097 2.247 -4.418  -0.784
N3 -1.497 1.506 -3.424  0.411
C29 -0.262 1.154 -3.800  0.009
S3 0.904 0.230 -2.940  -0.531
H31 1.028 2.007 -6.758  0.327
H32 1.338 0.439 -5.980  0.323
H33 1.994 1.922 -5.268  0.325
H34 -1.271 2.835 -6.382  0.454
H35 -3.097 2.630 -4.326  0.523
H36 -1.836 1.258 -2.472  0.190
O3 -1.725 0.692 -1.049  -1.235

Summary:
Orbital gap (alpha / beta) in eV: 8.26 / 7.02
HOMO (alpha / beta) in Ha: -0.37641 / -0.38281
Net charge: +1
Energy in Eh: -2805.81974
Multiplicity: 5